Here is one molecule with the formula C4H7NOS in a non-equilibrium geometry from the Open Molecules 2025 dataset. Energies are from ωB97M-V/def2-TZVPD.

```
14
Properties=species:S:1:pos:R:3:lowdin_charge:R:1
C -1.619 1.741 1.256 -0.118
O -1.044 1.140 0.141 -0.251
N -0.498 -0.110 0.302 -0.335
C -0.380 -0.697 -1.011 -0.133
C 0.801 -1.280 -1.322 -0.185
C 1.929 -1.158 -0.392 -0.509
S 1.289 -0.139 0.997 0.851
H -1.970 2.827 0.898 0.145
H -0.974 1.778 2.106 0.056
H -2.398 1.149 1.708 0.070
H -1.312 -0.546 -1.660 0.146
H 1.011 -1.825 -2.198 0.084
H 2.323 -2.164 0.037 0.101
H 2.843 -0.716 -0.862 0.078
```

Computed properties:
Total charge: 0
F_max, eV/A: 2.9
Orbital gap, eV: 8.87
Energy above the lowest of the compared OMol25 structures with the same formula, charge and spin, eV: 4.085
HOMO energy, eV: -8.1
Total energy, eV: -18630.4649